[1]
The following is a DFT calculation (ωB97M-V with the def2-TZVPD basis set) of a 3-piece molecular cluster, C17H39N2O6PS2 overall.

Cartesian coordinates (Å):
C  -1.6833  -2.2830  -0.4957
N  -0.5053  -1.3799  -0.4812
C  -0.4641  -0.4294  -1.5931
C  -0.0404  0.9663  -1.1305
O  0.9990  1.5156  -1.9134
C  2.2722  1.0075  -1.5554
C  2.8948  1.7284  -0.3612
O  2.8791  0.8647  0.7670
C  2.9217  1.5100  2.0249
C  1.6380  1.3117  2.7625
N  1.3145  -0.1059  2.8490
P  -1.5312  2.0792  -1.2179
C  -0.8469  3.6773  -0.5996
C  -2.4178  1.4747  0.2879
H  -1.4216  -3.1930  -1.0163
H  -1.9345  -2.5132  0.5281
H  -2.5427  -1.8009  -0.9534
H  -0.5371  -0.8849  0.3995
H  0.3071  -0.7411  -2.2914
H  -1.3923  -0.3982  -2.1570
H  0.2410  0.9251  -0.0826
H  2.9183  1.0667  -2.4189
H  2.2105  -0.0465  -1.2987
H  3.9113  2.0296  -0.6011
H  2.2824  2.6029  -0.1739
H  3.1488  2.5685  1.9627
H  3.7175  1.0609  2.6152
H  1.7268  1.7074  3.7659
H  0.8488  1.8844  2.2737
H  0.3242  -0.2454  2.9976
H  1.5917  -0.6028  2.0097
H  -0.4564  4.2741  -1.4095
H  -1.6308  4.2213  -0.0945
H  -0.0505  3.5125  0.1188
H  -3.2483  2.1185  0.5288
H  -1.7196  1.4874  1.1187
H  -2.7166  0.4507  0.1113
O  -3.3268  -0.2058  -3.6078
S  -4.4978  0.1817  -4.3515
O  -5.6803  -0.6405  -4.3634
C  -4.9268  1.8528  -3.8831
C  -4.1278  2.7272  -4.8427
C  -4.2603  2.0662  -6.2224
C  -4.0035  0.5648  -6.0359
H  -4.6718  2.0072  -2.8368
H  -5.9999  1.9692  -4.0327
H  -4.4967  3.7518  -4.8470
H  -3.0794  2.7472  -4.5369
H  -5.2697  2.2230  -6.6078
H  -3.5652  2.4937  -6.9432
H  -4.5869  -0.0480  -6.7177
H  -2.9473  0.3208  -6.1299
O  1.8484  -2.8777  6.4032
S  3.2391  -2.9456  6.0301
O  4.2690  -2.4550  6.9116
C  3.6157  -4.6300  5.5538
C  3.3108  -4.6732  4.0597
C  3.8807  -3.3720  3.4784
C  3.4366  -2.2264  4.3978
H  3.0129  -5.3141  6.1462
H  4.6744  -4.7965  5.7494
H  3.7474  -5.5534  3.5897
H  2.2308  -4.7080  3.9018
H  4.9711  -3.4303  3.4573
H  3.5428  -3.2042  2.4563
H  4.1751  -1.4308  4.4524
H  2.4772  -1.8153  4.0952

As for the total charge: 0. As for the LUMO energy: 0.7 eV. The structure (SMILES) is CNC[C@@H](OCCOCCN)P(C)C.O=S1(=O)CCCC1.O=S1(=O)CCCC1. As for the HOMO energy: -8.5 eV. As for the spin multiplicity: 1. For the orbital gap, the calculation gives 9.2 eV.

---

[2]
The following is a DFT calculation (ωB97M-V with the def2-TZVPD basis set) of C17H39O2P3Pb as an isolated structure.

Cartesian coordinates (Å):
Pb  -1.3198  -0.3013  0.6926
P  1.2081  1.0832  2.2936
P  -1.1414  2.4648  -0.4338
P  1.7018  -0.3637  -0.6568
H  -0.9354  -4.5919  1.5838
C  0.0744  -5.0111  1.7506
C  0.8372  -4.3669  2.6547
H  0.4576  -3.6101  3.3364
C  0.4317  1.4240  3.9119
C  2.1202  2.6804  2.2374
C  2.6159  0.1143  2.9662
C  -2.4864  2.3454  -1.6024
C  -1.5555  3.4106  0.9483
C  0.3216  3.1739  -1.0961
C  2.5245  -1.8877  -0.0580
C  3.1854  0.7332  -0.6871
C  1.4775  -0.7661  -2.4332
H  0.4771  -5.6161  0.9248
H  1.9305  -4.5927  2.7413
H  -0.1803  0.5576  4.1852
H  -0.2038  2.3149  3.8445
H  1.2320  1.5861  4.6515
H  1.4160  3.5002  2.0641
H  2.8427  2.6370  1.4170
H  2.6512  2.8430  3.1884
H  2.2923  -0.9305  3.0115
H  2.8780  0.4698  3.9752
H  3.4913  0.2006  2.3124
H  -2.6908  3.4081  -1.7666
H  -3.3487  1.8125  -1.1570
H  -2.1893  1.8014  -2.5202
H  -1.7490  4.4310  0.5394
H  -0.7643  3.5474  1.7023
H  -2.4662  3.1161  1.4836
H  -0.0278  4.1156  -1.5682
H  0.8789  2.6116  -1.8557
H  1.0424  3.4838  -0.3168
H  2.9835  -2.3881  -0.9211
H  1.7923  -2.5559  0.4137
H  3.2973  -1.6428  0.6821
H  3.8252  0.4490  -1.5342
H  3.7573  0.6321  0.2449
H  2.8734  1.7793  -0.7999
H  2.4658  -0.8168  -2.9125
H  0.8825  0.0158  -2.9288
H  0.9598  -1.7284  -2.5624
C  -2.1217  -1.5114  -2.2450
C  -3.0493  -0.6810  -2.9804
C  -3.4974  -1.1957  -4.2136
C  -3.0252  -2.4347  -4.7278
C  -2.0416  -3.1777  -4.0345
C  -1.5851  -2.6799  -2.8341
O  -2.1235  -1.4237  -0.9406
H  -0.5102  1.1913  -0.1516
H  -3.4066  0.1656  -2.4427
H  -4.2318  -0.6407  -4.7837
H  -3.4347  -2.8225  -5.6628
H  -1.6400  -4.1342  -4.4117
H  -0.9207  -3.2280  -2.1652
O  -2.6405  0.2806  2.8407
H  -2.6930  -0.3793  3.5486
H  -2.9454  1.0984  3.2582

As for the total charge: +4. As for the LUMO energy (spin up / spin down): -16.2 / -14.3 eV. As for the HOMO energy (spin up / spin down): -19.1 / -19.1 eV. For the energy relative to the best compared isomer or geometry (same formula, charge and spin), the calculation gives 386.3 kJ/mol. As for the spin multiplicity: 1. For the orbital gap (spin up / spin down), the calculation gives 2.9 / 4.9 eV.

---

[3]
The following is a DFT calculation (ωB97M-V with the def2-TZVPD basis set) of a 3-piece molecular cluster, C17H40BN3O5 overall.

Cartesian coordinates (Å):
C  -3.5196  3.0506  -1.9044
C  -2.4661  2.0675  -1.5332
C  -2.4686  1.0664  -0.2361
C  -3.0177  -0.4581  -0.5395
O  -1.9755  -1.4673  -0.7445
C  -0.8828  -1.0170  -1.6116
O  -0.9821  -0.4691  -2.8240
C  0.6534  -1.3039  -1.0569
C  1.7461  -0.1494  -1.4371
N  3.0781  -0.6117  -0.8067
N  2.0448  -0.0128  -2.9248
N  1.4782  1.2204  -0.8576
B  -4.2251  -0.4947  -1.7048
O  -4.1125  -1.2876  -2.9443
C  -5.5914  0.4031  -1.3430
C  -6.2603  1.1030  -2.6716
H  -3.8348  3.0780  -3.0550
H  -4.0165  3.8348  -1.1635
H  -1.5165  2.0208  -2.2551
H  -1.4573  0.9977  0.3477
H  -3.2518  1.5351  0.5345
H  -3.5864  -0.7822  0.4609
H  0.6922  -1.5746  0.0923
H  1.0043  -2.2930  -1.6268
H  3.4941  -1.2795  -1.5239
H  2.8806  -1.1363  0.0775
H  2.9789  0.4929  -2.9810
H  1.3787  0.6802  -3.3815
H  1.3852  1.9646  -1.5818
H  0.6291  1.1196  -0.2616
H  -4.0256  -0.6995  -3.7619
H  -6.3586  -0.3513  -0.8405
H  -5.2893  1.1864  -0.4984
H  -6.2152  2.2757  -2.5525
H  -5.7174  0.8002  -3.6718
H  -7.3927  0.7497  -2.6971
C  3.9000  6.1477  2.7463
C  2.6469  5.4533  2.2372
O  2.8191  4.8317  0.9659
C  3.8137  3.8130  0.8874
C  3.5568  2.6442  1.8235
H  4.2375  6.9042  2.0274
H  3.7022  6.6365  3.7060
H  4.7238  5.4465  2.8929
H  1.8566  6.2008  2.1163
H  2.2748  4.7272  2.9657
H  4.8070  4.2423  1.0540
H  3.8060  3.4460  -0.1458
H  3.5603  2.9508  2.8719
H  4.3267  1.8772  1.6948
H  2.5785  2.1965  1.6168
C  -1.0399  -5.2359  1.5988
C  0.1842  -4.4094  1.2381
O  1.1685  -4.3731  2.2687
C  1.7231  -5.6269  2.6605
C  2.4207  -6.3599  1.5272
H  -1.5041  -4.8527  2.5156
H  -1.7763  -5.2006  0.7892
H  -0.7873  -6.2834  1.7741
H  -0.1295  -3.3747  1.0676
H  0.6306  -4.7540  0.3009
H  0.9516  -6.2529  3.1209
H  2.4565  -5.4134  3.4471
H  1.7337  -6.6057  0.7144
H  2.8593  -7.2941  1.8912
H  3.2188  -5.7396  1.1046

As for the total charge: 0. As for the LUMO energy: 0.3 eV. The structure (SMILES) is C=CC[C@H](OC(=O)CC(N)(N)N)B(O)CC.CCOCC.CCOCC. As for the HOMO energy: -8.7 eV. As for the spin multiplicity: 1. For the orbital gap, the calculation gives 9.0 eV.

---

[4]
The following is a DFT calculation (ωB97M-V with the def2-TZVPD basis set) of a 3-piece molecular cluster, C17H40F4N4O3S overall.

Cartesian coordinates (Å):
N  2.4890  -3.5934  5.6924
C  2.2385  -3.0897  4.3314
C  1.1425  -3.8467  3.5834
C  -0.2310  -3.8295  4.2505
N  -0.9892  -2.5510  3.9927
C  -0.9979  -1.6826  5.2146
O  -1.0285  -0.2992  4.9102
C  0.1409  0.2092  4.5070
F  1.1081  0.0508  5.3974
F  0.5356  -0.2570  3.3382
F  -0.0249  1.5114  4.3618
S  -2.5852  -2.9592  3.7100
O  -2.7258  -3.6950  2.5223
O  -3.4036  -1.8221  3.7765
F  -3.0078  -3.9303  4.8997
H  3.0668  -2.8959  6.1483
H  1.6359  -3.6818  6.2329
H  3.1724  -3.2117  3.7731
H  2.0409  -2.0111  4.3415
H  1.0494  -3.3689  2.6037
H  1.4575  -4.8792  3.4164
H  -0.2283  -4.0781  5.3160
H  -0.8203  -4.6124  3.7647
H  -1.9253  -1.8762  5.7549
H  -0.1939  -1.9415  5.9049
C  0.7812  5.2773  -1.7765
C  0.4696  3.8076  -1.5378
N  1.3054  3.1909  -0.5234
C  1.1868  1.7455  -0.4744
C  -0.1681  1.1636  -0.0636
C  1.3305  3.8230  0.7825
C  0.0003  3.9562  1.5300
H  1.8306  5.4191  -2.0388
H  0.1737  5.6516  -2.6020
H  0.5539  5.8919  -0.9039
H  0.6371  3.2834  -2.4830
H  -0.6021  3.7054  -1.3078
H  1.9600  1.3465  0.1892
H  1.4404  1.3512  -1.4653
H  -0.3395  1.2524  1.0072
H  -0.1958  0.0961  -0.2994
H  -0.9998  1.6320  -0.5919
H  1.7684  4.8201  0.6780
H  2.0399  3.2865  1.4185
H  -0.8176  4.2891  0.8892
H  0.1007  4.6927  2.3310
H  -0.2860  3.0174  1.9988
C  -1.0656  -0.2386  -7.2876
C  -0.4984  -1.0093  -6.1044
N  0.0736  -0.1580  -5.0778
C  0.8400  -0.8946  -4.0839
C  0.0828  -1.8852  -3.1932
C  -0.8016  0.8766  -4.5486
C  -2.1184  0.4340  -3.9062
H  -0.3094  0.4090  -7.7338
H  -1.4045  -0.9384  -8.0532
H  -1.9247  0.3722  -7.0059
H  0.2925  -1.6601  -6.4884
H  -1.2823  -1.6712  -5.7057
H  1.3739  -0.1841  -3.4457
H  1.6281  -1.4439  -4.6095
H  -0.4951  -1.3750  -2.4235
H  0.7942  -2.5341  -2.6762
H  -0.5865  -2.5313  -3.7620
H  -1.0368  1.5728  -5.3584
H  -0.2477  1.4850  -3.8282
H  -2.6299  -0.3408  -4.4793
H  -2.7991  1.2861  -3.8396
H  -1.9701  0.0703  -2.8901

As for the total charge: 0. As for the LUMO energy: 0.4 eV. The structure (SMILES) is NCCCN(COC(F)(F)F)S(=O)(=O)F.CCN(CC)CC.CCN(CC)CC. As for the HOMO energy: -8.0 eV. As for the spin multiplicity: 1. For the orbital gap, the calculation gives 8.5 eV.